No. 1
{"formula": "C4H5NO3", "method": "ωB97M-V/def2-TZVPD", "elements": ["C", "C", "C", "C", "N", "O", "O", "O", "H", "H", "H", "H", "H"], "coordinates": [[1.524, -1.862, 1.419], [2.366, 1.404, -0.995], [-1.328, -1.724, 0.778], [0.933, -1.781, 0.156], [1.884, -1.970, 2.523], [1.321, 1.685, -0.527], [-0.418, -1.676, -0.131], [1.720, -1.683, -0.915], [2.964, 0.538, -0.594], [2.707, 1.807, -2.036], [-1.029, -1.889, 1.787], [-2.331, -1.479, 0.486], [1.209, -1.899, -1.813]], "forces_ev_per_a": [[-0.92, 0.00, -0.03], [1.38, -1.43, -2.19], [-2.32, -0.26, 2.96], [-0.36, -0.06, 0.19], [0.08, 0.07, -0.42], [-1.19, 0.77, 0.75], [3.52, 0.24, -3.27], [-1.23, -0.63, -2.91], [0.05, 0.82, -0.03], [-0.21, -0.15, 1.51], [-0.03, -0.07, 0.58], [-0.01, 0.06, -0.16], [1.26, 0.64, 3.03]], "nbo_charge": [0.099, 0.282, -0.073, 0.517, -0.264, -0.495, -0.481, -0.651, 0.116, 0.096, 0.162, 0.175, 0.518], "s_squared": 2.02, "e_homo_ev": [-7.1, -10.2], "multiplicity": 3, "gap_ev": [7.3, 9.5], "relative_energy_kcal_mol": 56.4}



No. 2
{"formula": "C24H17Br2IN7STa", "method": "ωB97M-V/def2-TZVPD", "elements": ["Ta", "N", "C", "S", "N", "N", "C", "C", "C", "C", "C", "C", "N", "H", "H", "H", "H", "H", "H", "H", "Br", "C", "C", "C", "N", "C", "C", "C", "C", "C", "Br", "C", "C", "N", "H", "H", "H", "H", "H", "H", "N", "C", "C", "C", "C", "C", "C", "C", "H", "H", "H", "H", "I"], "coordinates": [[1.207, 0.299, -0.254], [2.798, -3.915, 0.792], [2.499, -2.615, 0.736], [2.481, -1.864, -0.837], [2.268, -1.991, 1.852], [1.968, -0.673, 1.717], [2.085, 0.037, 2.777], [1.825, 1.455, 2.707], [2.012, 2.293, 3.787], [1.766, 3.652, 3.624], [1.340, 4.113, 2.391], [1.174, 3.205, 1.357], [1.414, 1.903, 1.514], [3.083, -4.415, -0.032], [2.929, -4.352, 1.692], [2.421, -0.428, 3.698], [2.350, 1.890, 4.732], [1.906, 4.336, 4.450], [1.135, 5.160, 2.222], [0.833, 3.524, 0.382], [-2.193, -5.744, -0.264], [-1.477, -4.025, -0.242], [-1.261, -3.364, 0.957], [-0.697, -2.106, 0.909], [-0.347, -1.511, -0.235], [-0.600, -2.127, -1.394], [-1.161, -3.388, -1.435], [-0.255, -1.361, -2.603], [-0.672, -1.756, -3.857], [-0.355, -0.979, -4.962], [-0.881, -1.517, -6.662], [0.342, 0.203, -4.775], [0.714, 0.543, -3.493], [0.443, -0.219, -2.418], [-1.521, -3.814, 1.904], [-0.528, -1.550, 1.821], [-1.344, -3.895, -2.370], [-1.259, -2.650, -3.997], [0.594, 0.850, -5.602], [1.243, 1.465, -3.320], [-5.601, 3.465, 0.913], [-4.600, 2.937, 0.720], [-3.337, 2.292, 0.476], [-2.600, 1.776, 1.542], [-1.367, 1.198, 1.306], [-0.833, 1.119, 0.011], [-1.607, 1.607, -1.046], [-2.844, 2.194, -0.820], [-2.992, 1.842, 2.548], [-0.827, 0.804, 2.161], [-1.259, 1.548, -2.068], [-3.429, 2.576, -1.645], [3.014, 1.977, -1.367]], "forces_ev_per_a": [[-0.42, -0.40, 0.66], [0.00, -0.03, -0.06], [0.08, -0.06, -0.17], [0.02, 0.73, -0.13], [-0.14, -0.06, 0.48], [-0.32, 0.11, -1.30], [0.13, 0.01, 0.30], [0.02, 0.19, 0.21], [0.00, 0.03, 0.07], [0.00, 0.02, 0.02], [0.00, -0.03, 0.02], [-0.11, 0.06, -0.01], [0.03, -0.47, -0.94], [-0.02, 0.01, -0.01], [0.02, 0.04, 0.01], [-0.01, -0.05, -0.03], [-0.01, 0.01, 0.00], [0.00, 0.00, 0.00], [-0.01, -0.01, -0.02], [-0.01, 0.00, 0.01], [-0.01, -0.01, 0.01], [-0.02, -0.03, -0.03], [-0.04, 0.04, 0.01], [-0.08, 0.05, 0.06], [0.68, 0.45, 0.40], [-0.13, -0.10, -0.09], [-0.08, -0.04, -0.05], [-0.05, 0.06, -0.09], [-0.03, -0.07, -0.02], [-0.04, -0.02, -0.11], [-0.01, 0.01, -0.01], [0.03, 0.06, 0.07], [-0.10, -0.08, -0.16], [0.50, 0.33, 0.79], [0.00, 0.02, 0.01], [0.05, -0.05, 0.00], [0.01, 0.02, 0.00], [0.03, -0.02, 0.05], [0.00, 0.01, 0.01], [0.02, -0.02, -0.01], [-0.01, -0.01, 0.01], [0.07, -0.06, -0.02], [-0.05, 0.06, -0.03], [0.01, -0.04, 0.05], [-0.12, -0.04, -0.04], [0.60, -0.11, -0.33], [0.00, 0.01, 0.07], [-0.04, 0.04, 0.02], [-0.02, -0.01, -0.01], [0.00, 0.06, 0.01], [-0.01, 0.04, 0.00], [0.02, 0.03, 0.00], [-0.45, -0.66, 0.31]], "nbo_charge": [1.635, -0.747, 0.318, -0.108, -0.409, -0.332, 0.139, 0.125, -0.178, -0.097, -0.213, 0.112, -0.510, 0.425, 0.429, 0.250, 0.256, 0.260, 0.263, 0.236, 0.203, -0.030, -0.241, 0.074, -0.497, 0.177, -0.233, 0.291, -0.254, -0.021, 0.219, -0.244, 0.078, -0.558, 0.266, 0.223, 0.253, 0.255, 0.269, 0.237, -0.214, 0.232, -0.130, -0.145, -0.227, -0.488, -0.149, -0.166, 0.247, 0.205, 0.206, 0.249, 0.059], "e_homo_ev": -14.6, "gap_ev": 6.5, "total_charge": 2}



No. 3
{"formula": "C7H13ISi", "method": "ωB97M-V/def2-TZVPD", "elements": ["I", "Si", "C", "C", "C", "C", "C", "C", "C", "H", "H", "H", "H", "H", "H", "H", "H", "H", "H", "H", "H", "H"], "coordinates": [[2.232, -2.084, 2.503], [1.465, -2.605, 0.154], [0.351, -0.712, -0.550], [1.219, 0.496, -0.218], [0.146, 1.469, 0.473], [-0.913, 1.773, -0.729], [-1.781, 0.540, -0.745], [-1.000, -0.421, 0.069], [-0.577, 0.393, 1.264], [2.705, -2.763, -0.635], [0.802, -3.977, -0.201], [0.346, -0.895, -1.674], [1.870, 1.058, -1.005], [1.988, 0.408, 0.569], [0.613, 2.466, 0.731], [-0.404, 1.892, -1.610], [-1.460, 2.770, -0.589], [-2.767, 0.730, -0.419], [-1.979, 0.124, -1.732], [-1.523, -1.341, 0.551], [0.054, -0.109, 1.984], [-1.388, 0.787, 1.808]], "forces_ev_per_a": [[-0.32, -0.52, -0.73], [-1.40, 1.50, -1.04], [2.41, -2.78, -1.46], [1.15, 2.92, 0.43], [0.66, 0.64, -3.35], [-0.59, 1.62, 3.05], [-0.32, -0.42, -1.61], [-0.47, -3.04, 2.86], [0.66, 1.59, 0.70], [0.10, 0.36, 0.09], [0.15, 1.17, 0.86], [-0.23, 0.09, 1.35], [-1.63, -1.27, 0.58], [-0.30, -0.83, -0.06], [-0.60, -1.44, 0.76], [1.48, 0.25, -2.21], [0.47, -1.48, 0.11], [-1.05, 0.16, 1.12], [0.38, 0.12, -0.43], [0.48, 1.23, -1.60], [0.29, -0.30, -0.04], [-1.33, 0.43, 0.63]], "nbo_charge": [-0.230, 0.773, -0.426, -0.468, -0.207, -0.405, -0.424, -0.264, -0.422, -0.167, -0.134, 0.228, 0.219, 0.215, 0.229, 0.198, 0.206, 0.217, 0.208, 0.225, 0.221, 0.209], "e_homo_ev": -9.1, "gap_ev": 9.3, "relative_energy_kcal_mol": 22.7}



no.,M (u)
1,115.1
2,903.2
3,252.2